{"formula": "C18H36BN2O4S", "method": "ωB97M-V with the def2-TZVPD basis set", "e_lumo_ha": -0.11442, "multiplicity": 1, "charge": 1, "homo_lumo_gap_ev": 9.08, "species": ["H", "O", "H", "C", "C", "H", "H", "H", "C", "C", "H", "H", "C", "H", "H", "H", "S", "H", "H", "C", "H", "N", "H", "C", "H", "C", "H", "H", "C", "C", "B", "O", "O", "C", "C", "H", "H", "H", "H", "H", "C", "H", "H", "H", "N", "C", "H", "C", "C", "H", "H", "H", "H", "H", "O", "H", "H", "C", "H", "H", "H", "C"], "coordinates": [[-0.72133, 2.22116, 1.14581], [3.30590, -3.66286, 4.00428], [-0.83955, -1.44653, -1.80854], [-0.85047, 1.71898, -0.97147], [2.59174, 0.22249, -0.76009], [3.04750, -1.30161, 0.67678], [0.80904, -3.46937, 7.53496], [-2.83164, 1.44754, -1.67830], [-1.85874, 1.62793, -2.13216], [2.36166, -1.16243, -0.15668], [-1.57569, 1.82181, -5.39930], [3.38226, 2.12615, -0.09304], [1.16903, -4.10136, 5.48916], [0.99686, -2.06661, 1.23577], [1.36327, -0.93125, 4.18875], [-0.91358, -0.76338, 1.03671], [1.93617, -3.24337, 4.12135], [2.96650, 1.00561, 1.21611], [0.13024, 2.08885, -1.29725], [0.92756, -1.53354, 0.29069], [1.54151, -1.03187, 6.93244], [-3.07067, 0.34212, -4.87078], [0.10338, -4.17428, 5.27420], [-0.07137, 4.60690, -0.19042], [-0.63867, -1.63757, -4.36590], [1.18389, -1.76713, 6.21431], [-3.08997, 1.91138, -6.27307], [0.37931, 0.38872, 1.17003], [-3.45850, -0.45322, -6.05857], [2.66228, 1.38770, 0.24423], [-2.04535, -0.29830, -4.12635], [-1.59736, -1.57347, -4.43619], [1.06920, -3.28520, 2.96184], [-0.57903, 0.25261, -0.71216], [1.44269, -3.20310, 6.69157], [1.70458, 1.89001, 0.36954], [0.71925, 4.11842, -0.74225], [2.65330, -1.88955, -0.91248], [2.48249, -3.31015, 7.00548], [0.51178, -2.26506, -0.40250], [-2.65681, 1.71004, -5.29979], [2.92289, -1.27533, 4.97696], [1.88790, 0.43561, -1.57013], [-3.03440, 2.45447, -4.60584], [-0.89611, -0.43822, -1.74853], [-0.03314, -0.36846, 0.51475], [0.01854, 5.68227, -0.18779], [1.89125, -1.60193, 4.86256], [-1.34764, 0.40423, -2.87411], [-1.82708, 2.50556, -2.76112], [-4.27658, 0.06302, -6.55629], [-3.82117, -1.42938, -5.76160], [-2.64201, -0.54006, -6.77487], [-2.37667, 2.11453, 0.46319], [-1.24316, 4.42104, -1.18253], [3.56388, 0.18413, -1.24981], [-0.39416, 0.75424, -3.32078], [-1.34770, 2.42254, 0.28126], [-2.00666, 4.48196, 0.77569], [0.11047, -1.61154, 6.09201], [1.60449, -5.09450, 5.56642], [-1.35026, 3.94202, 0.10399]], "atomic_forces_ev_per_a": [[-0.113, -0.246, 0.176], [0.056, 0.010, -0.102], [0.184, -0.051, 0.051], [-0.141, -0.861, 0.494], [0.404, 0.171, 0.138], [0.059, 0.044, 0.086], [-0.003, -0.005, 0.010], [-0.305, 0.123, -0.323], [0.627, -0.075, 0.225], [-0.389, 0.005, -0.324], [0.086, 0.028, -0.020], [0.055, 0.149, 0.086], [-0.053, -0.014, 0.187], [-0.076, -0.075, -0.041], [0.038, -0.029, -0.068], [-0.072, 0.056, 0.095], [-0.113, -0.041, 0.082], [0.134, 0.119, 0.125], [-0.071, 0.288, -0.112], [0.490, 0.009, 0.240], [0.003, 0.010, 0.003], [1.287, -0.402, -0.942], [0.000, 0.003, -0.039], [-1.220, 0.662, -3.090], [-0.092, -0.342, 0.157], [0.001, -0.051, -0.025], [-0.080, 0.055, -0.066], [0.104, 0.096, 0.014], [-0.539, 0.491, 0.126], [-0.271, -0.365, -0.267], [-0.752, -0.345, 0.789], [0.073, 0.278, -0.126], [0.061, 0.035, 0.076], [0.162, -0.041, 0.064], [0.051, 0.063, -0.054], [-0.039, 0.116, 0.092], [0.517, -0.395, 0.924], [0.136, -0.134, 0.041], [0.003, -0.025, 0.005], [-0.201, 0.034, -0.079], [-0.582, -0.040, 0.476], [0.038, -0.076, -0.034], [-0.113, -0.001, -0.032], [0.006, 0.150, 0.013], [-0.353, 0.028, -0.233], [-0.345, -0.302, -0.006], [0.290, 0.062, 1.051], [-0.112, 0.137, 0.174], [0.698, 0.620, -0.674], [-0.285, 0.195, 0.106], [-0.107, -0.004, -0.027], [0.131, -0.159, 0.015], [0.100, -0.186, -0.014], [0.015, -0.231, 0.237], [0.147, 0.180, 0.241], [0.042, -0.066, -0.115], [0.036, -0.036, -0.089], [-0.175, 0.916, -0.343], [-0.236, 0.019, 0.009], [-0.007, -0.015, -0.012], [0.034, -0.002, -0.096], [0.778, -0.539, 0.745]]}